A cluster of 20 separate species, C60H140N20O20 in total at a distorted geometry. Source: OMol25; level of theory: wB97M-V/def2-TZVPD.

Summary:
Energy above the lowest of the compared OMol25 structures with the same formula, charge and spin in kcal per mole: 0.00
LUMO energy in eV: -0.1
Orbital gap in eV: 8.361
E_HOMO in Ha: -0.3111

Geometry (Å):
1 H 20.4152 27.2416 12.8119
2 O 9.3673 16.7579 15.9914
3 C 13.2815 19.6714 18.2864
4 H 20.4858 20.8917 21.1773
5 C 12.7120 19.3184 19.6404
6 C 15.4434 15.5376 19.9401
7 H 23.9765 14.7210 13.7709
8 H 19.6556 12.9168 16.4126
9 C 15.6603 24.2147 17.4006
10 H 22.1019 17.2524 19.7324
11 C 16.0992 20.3539 10.1243
12 H 16.1552 18.8706 22.7839
13 H 14.1393 19.1240 17.8965
14 C 16.1549 13.7441 15.0423
15 H 17.0277 20.5357 9.5742
16 C 18.4548 22.1696 12.6943
17 H 17.5110 22.3848 19.5316
18 N 20.1871 13.4772 17.0563
19 H 14.4105 13.6236 20.0218
20 H 15.2218 14.1704 15.3987
21 H 14.1469 20.1190 22.1849
22 H 10.9522 18.0840 13.4448
23 H 13.4829 22.7281 23.0911
24 H 14.4625 24.3395 8.8555
25 O 13.3905 13.4227 17.0762
26 H 10.0130 25.7969 9.2553
27 C 18.3715 27.5018 13.3217
28 H 19.5395 13.4433 19.0757
29 H 10.7567 23.1973 12.8288
30 H 15.6663 25.1420 10.8514
31 H 20.7566 16.3430 16.7290
32 H 16.9342 14.5048 14.9488
33 N 15.3354 23.9243 16.1459
34 O 18.2041 28.6905 13.1199
35 C 18.9481 13.8072 12.9792
36 H 9.7048 24.6475 11.6974
37 H 13.0331 20.4636 13.9488
38 H 8.0885 19.9037 16.4737
39 H 18.2833 12.0747 13.9416
40 C 20.9417 18.8465 21.3675
41 O 19.2137 20.2624 17.7445
42 H 21.1084 12.4990 14.8267
43 C 17.5650 21.4386 18.9874
44 H 12.8294 21.9699 21.6158
45 C 16.3746 11.7701 18.3145
46 H 19.8470 23.1641 15.5848
47 C 18.5732 11.5572 11.9362
48 H 15.5889 26.9072 14.6983
49 C 19.4866 26.7420 12.5521
50 C 11.6514 23.8204 12.8105
51 N 13.3864 18.3456 20.3100
52 C 12.9667 17.8855 21.6294
53 H 21.0282 23.2037 16.8955
54 H 16.6381 28.2050 15.2519
55 H 16.0281 20.5212 14.4790
56 C 14.5431 24.3406 18.4283
57 N 12.6025 20.0177 11.9370
58 H 13.4394 20.7503 18.2151
59 H 16.0529 23.9064 15.4397
60 H 10.9743 15.3858 16.4565
61 C 10.0631 26.2004 10.2656
62 H 15.7582 17.2503 13.0095
63 H 14.0317 23.2186 7.6331
64 H 18.6027 15.3722 20.8936
65 O 15.5341 17.9077 14.8118
66 H 23.8280 17.9155 20.1582
67 H 16.6192 14.2447 21.0419
68 H 19.6200 19.2081 13.1906
69 N 19.0800 22.5046 17.4431
70 C 22.8644 17.5265 20.4549
71 H 22.9848 16.7019 21.1533
72 H 10.0667 19.5181 14.7051
73 H 17.6666 20.5962 19.6747
74 N 16.0252 16.7341 12.1843
75 H 13.2997 16.8998 12.2223
76 H 17.2477 11.1967 17.9712
77 H 15.0260 24.1364 19.3769
78 H 17.3700 19.3654 16.8625
79 H 9.7436 20.2722 17.0639
80 H 12.5260 16.8970 21.5695
81 H 13.3207 23.8916 16.3832
82 H 17.8641 16.6296 15.9899
83 C 22.6134 16.0530 11.7719
84 C 15.0493 21.8996 21.9586
85 H 17.8770 25.7272 14.2519
86 H 12.9880 18.7751 13.6247
87 H 22.6681 12.2050 15.6252
88 H 11.7361 24.2567 13.8109
89 H 11.3854 21.8042 10.2339
90 C 23.7345 15.7562 14.0108
91 O 20.0925 18.0204 21.0404
92 N 16.9576 23.8005 11.8244
93 H 18.5159 23.3254 17.6394
94 C 15.0770 15.7742 11.7828
95 H 17.5784 15.9856 11.1333
96 H 13.4086 16.3993 15.6982
97 N 18.5772 12.4098 13.0339
98 C 16.3248 18.1076 15.7666
99 C 16.5966 27.1306 15.0498
100 N 15.1395 22.4523 9.3642
101 H 20.9371 15.2270 10.7874
102 H 17.3266 17.7570 10.9260
103 H 21.7099 16.3774 13.5957
104 H 18.8149 14.2502 13.9750
105 H 20.4840 16.6379 11.7603
106 C 16.2333 19.7056 22.0867
107 H 17.2372 23.3058 10.9999
108 H 20.5417 21.6398 16.3149
109 C 13.6710 22.5227 22.0345
110 O 11.7260 19.8788 20.0657
111 O 17.8502 12.2441 15.8147
112 O 23.6367 15.8364 11.1812
113 H 22.4217 13.7262 14.8010
114 N 16.6089 15.1412 20.5765
115 C 20.1691 22.6533 16.4840
116 N 15.0452 20.5422 22.0318
117 O 22.2938 14.3648 17.3017
118 H 14.8471 24.2974 12.1053
119 N 22.5812 16.1221 13.1649
120 H 16.6764 26.7379 16.0716
121 O 13.8522 20.6058 9.2766
122 H 15.6234 10.9967 18.4682
123 H 15.1439 13.0207 17.1070
124 H 15.8328 19.3040 10.2096
125 H 16.3394 20.7861 11.1041
126 C 15.9865 20.5371 15.5707
127 H 22.8423 19.4678 21.3635
128 H 16.5867 12.4649 19.1150
129 C 14.1695 23.3034 8.7157
130 H 17.0605 20.3706 22.3341
131 H 10.9387 20.1257 9.8334
132 N 9.7248 18.9256 15.4502
133 C 13.3072 19.7307 13.1898
134 H 18.8370 22.1590 11.6728
135 C 12.8852 16.2247 16.6460
136 H 9.1351 26.7071 10.5395
137 H 17.6130 16.7362 21.4131
138 H 20.1793 15.0090 18.4558
139 H 19.2186 22.1215 13.4703
140 H 23.3988 15.7623 15.0473
141 H 13.1683 15.0795 12.0965
142 H 21.4600 16.7854 10.2255
143 H 12.5482 19.5591 17.4734
144 H 14.9438 20.5697 15.8752
145 H 20.2338 17.4345 18.0984
146 C 21.5142 13.6769 16.6794
147 H 12.3864 17.1026 17.0512
148 H 13.7112 16.0140 17.3283
149 H 12.5006 23.1679 12.6149
150 H 12.2647 18.6281 22.0107
151 O 18.9466 11.9063 10.8316
152 N 22.2824 18.6533 21.1705
153 O 20.3475 17.1319 14.3533
154 O 10.6881 20.6666 12.9451
155 C 19.6146 14.1035 18.2133
156 C 10.8420 20.9226 10.5698
157 C 11.3509 20.5280 11.9195
158 H 16.5331 21.4279 15.8646
159 C 14.2391 14.6893 20.1724
160 H 11.3154 16.4648 14.1672
161 C 15.8216 24.7218 11.8472
162 H 20.1038 19.2036 16.7760
163 H 17.9422 16.4038 19.6178
164 H 17.9478 21.2168 12.8620
165 H 16.1179 22.6839 9.3828
166 H 13.7965 24.5030 14.8026
167 H 16.6188 21.3684 18.4581
168 H 14.1681 17.8094 19.9415
169 H 9.8185 16.7427 13.2992
170 C 17.5732 23.3117 12.9205
171 H 16.2207 16.2179 16.5851
172 C 16.7733 12.7797 16.0298
173 H 14.0252 25.2916 18.3410
174 C 18.6896 21.3479 18.0182
175 H 20.0188 13.9944 12.8296
176 H 24.5896 16.4031 13.8463
177 H 19.3115 26.9212 11.4921
178 H 10.8643 12.5120 17.7059
179 C 17.7598 16.0082 20.6128
180 H 9.7747 21.1287 10.6087
181 N 11.9331 15.0944 16.6183
182 C 16.9793 16.9930 16.5074
183 C 20.5774 20.1732 21.9939
184 O 16.0723 22.5524 21.8341
185 H 14.3805 19.7170 12.9956
186 O 17.3621 23.7748 14.0438
187 H 16.0406 25.5339 12.5401
188 H 18.4612 14.3796 12.1912
189 H 8.9721 18.7118 17.3408
190 H 21.8608 17.3366 17.4674
191 N 10.4259 25.2153 11.2844
192 C 19.4602 19.3560 14.2541
193 N 16.6363 19.3459 16.1696
194 C 9.1067 19.5152 16.6100
195 H 16.0958 13.2102 14.0969
196 O 15.3901 16.6519 19.3325
197 H 13.7348 23.4717 21.4981
198 O 12.6853 25.5074 11.4970
199 C 10.5507 17.2119 13.9629
200 C 12.2391 13.8056 16.8044
201 H 21.2980 20.5072 22.7397
202 C 18.1394 10.1251 12.1636
203 H 19.4850 25.6846 12.8213
204 H 13.7539 23.5964 18.2826
205 H 13.8549 22.7717 15.1442
206 H 13.5262 15.0075 19.4047
207 H 18.0135 17.1083 12.4666
208 C 13.7210 15.9342 12.4782
209 O 15.3269 14.9487 10.9510
210 C 20.7968 17.3366 17.1702
211 C 21.2567 16.2057 11.1336
212 H 19.8666 20.3073 14.6262
213 H 13.9064 14.9153 21.1845
214 H 13.0800 19.9752 11.0486
215 H 11.5156 11.9310 16.2023
216 H 13.8244 17.8012 22.2993
217 H 19.6109 20.1129 22.4892
218 N 17.6404 26.7028 14.1757
219 C 11.6798 24.9404 11.8128
220 H 18.4159 19.4403 14.5753
221 H 18.6329 9.5897 12.9655
222 N 16.0628 12.6062 17.1687
223 C 11.1198 12.8263 16.6912
224 H 13.1908 23.1611 9.1811
225 C 9.8051 17.5947 15.2132
226 N 20.3481 18.3601 16.2727
227 H 17.3086 17.2166 17.5255
228 H 10.2801 13.2458 16.1460
229 C 21.9134 12.9612 15.3932
230 H 18.5960 14.4184 17.9839
231 C 20.1305 18.1668 14.9671
232 H 17.0740 10.1070 12.4062
233 H 16.4406 19.2150 21.1358
234 O 16.8189 24.4334 17.7550
235 C 17.3349 16.9211 11.6381
236 H 13.9205 15.9415 13.5526
237 C 14.9111 21.1050 9.5405
238 H 10.8344 26.9748 10.1822
239 C 14.0326 23.7624 15.5663
240 H 18.3410 9.6603 11.2005

Cartesian forces, eV/Å:
0.201 -0.205 0.049
0.004 -0.439 0.167
-0.367 0.449 -1.385
0.089 0.194 0.141
1.040 -0.926 -0.574
1.877 1.758 0.298
0.517 0.051 -0.013
-0.576 -0.035 0.281
-0.194 0.694 0.994
0.654 -0.245 -0.638
-0.121 0.551 0.324
-0.191 0.372 0.414
0.312 -0.043 0.631
0.912 -0.327 0.381
-0.261 -0.378 -0.381
0.902 -1.174 0.096
0.209 -0.149 -0.010
2.133 0.221 -0.695
0.127 0.016 0.245
-0.089 -0.041 -0.229
0.005 -0.120 -0.127
0.096 -0.175 0.053
-0.150 0.102 -0.079
-0.017 0.120 0.314
-0.683 0.382 -0.128
-0.321 -0.382 0.078
0.257 -0.664 -0.261
0.273 -0.095 0.168
-0.021 0.135 -0.233
0.276 0.033 0.112
-0.706 0.010 -0.077
-0.374 0.218 -0.286
-0.017 -0.362 -1.521
-0.322 -0.369 0.466
0.934 0.318 0.275
-0.194 0.172 -0.307
0.186 0.296 -0.134
0.323 0.123 -0.465
0.013 -0.101 -0.044
0.148 -0.713 -0.160
-0.216 0.066 0.260
-0.141 0.101 0.073
-0.217 0.079 0.558
0.265 -0.388 0.053
0.929 -0.256 -1.961
-0.203 -0.131 -0.218
0.728 0.872 1.055
-0.039 -0.089 -0.263
-1.006 0.639 0.690
-0.012 -0.210 0.622
-0.168 -0.193 0.741
0.082 0.582 -0.436
-0.403 0.037 0.112
0.103 0.023 -0.604
-0.014 -0.356 0.043
-0.026 -0.959 -0.504
-0.130 0.195 0.387
0.416 0.006 0.426
0.782 0.090 0.188
-0.096 -0.277 -0.077
0.765 0.421 0.277
0.179 0.121 0.060
0.301 -0.672 0.057
0.117 0.307 -0.071
0.794 0.261 1.327
0.127 -0.585 -0.863
-0.020 0.238 -0.084
-0.290 0.252 -0.074
-0.076 0.391 0.056
-0.897 0.683 1.227
0.193 -0.230 -0.101
-0.032 0.218 0.061
-0.179 0.169 -0.039
-2.233 -0.669 0.285
-0.286 0.007 -0.209
0.215 0.316 0.684
-0.180 0.476 0.311
0.039 0.758 0.160
-0.004 0.084 -0.131
-0.417 -0.092 0.060
-0.280 -0.034 -0.384
-0.042 -0.142 -0.390
-0.712 -0.020 3.117
0.010 -0.628 -0.374
0.118 -0.010 -0.201
0.323 0.031 -0.247
-0.112 0.045 0.071
0.206 -0.104 -0.087
-0.016 -0.008 -0.202
-1.246 -0.220 -0.771
0.466 0.269 0.106
-0.036 -0.373 0.328
-0.082 -0.014 0.057
1.391 2.255 0.926
0.365 0.255 -0.176
-0.584 0.160 -0.106
-0.125 -0.673 -0.940
-0.964 0.152 -1.386
-0.564 1.105 1.167
0.115 -1.092 -0.192
-0.096 -0.207 0.042
0.370 -0.176 0.033
0.000 -0.020 0.196
-0.500 -0.067 -0.320
0.085 0.133 0.114
0.053 0.268 -0.357
-0.382 0.256 -0.414
-0.061 0.194 -0.461
0.216 0.711 -0.012
-0.517 0.432 0.480
0.741 -0.476 -0.090
0.878 -0.218 -1.004
-0.209 -0.273 -0.165
-2.185 0.125 -1.337
0.360 -0.707 0.854
-0.191 -0.352 0.330
0.251 0.333 0.324
0.335 -0.411 0.188
0.675 -0.159 -1.115
0.283 -0.527 -0.360
-1.219 -0.769 -0.034
-0.362 0.469 0.428
-0.221 -0.032 0.380
0.290 -0.021 -0.013
-0.353 -0.278 0.123
0.933 -0.667 0.282
0.172 -0.237 0.004
0.061 -0.528 0.738
-0.371 0.777 0.014
0.096 -0.263 0.080
0.443 0.026 -0.003
0.067 0.119 -0.746
-0.517 -0.228 -0.280
0.373 -0.099 0.194
0.540 -0.946 0.548
0.039 -0.233 -0.106
0.304 0.407 -0.501
0.031 -0.361 0.132
0.314 0.379 -0.395
0.140 0.255 0.040
-0.518 0.193 0.453
-0.453 0.093 0.141
-0.381 -0.334 0.506
-0.079 0.160 0.054
-0.178 -0.311 0.011
-1.685 -0.851 -0.145
-0.118 0.064 -0.390
-0.144 -0.203 0.207
0.126 0.017 0.153
-0.133 -0.325 0.167
-0.121 0.329 0.085
-0.966 0.924 0.589
-0.236 -0.324 0.234
-0.064 -0.011 0.190
-0.470 0.348 -0.204
-0.562 -0.044 -0.369
0.228 -0.450 0.366
-0.092 0.084 0.342
-0.175 0.216 -0.972
0.057 0.113 0.109
0.041 0.366 -0.282
-0.261 0.375 -0.672
0.028 0.444 0.260
-0.459 0.124 -0.174
-0.175 0.431 -0.257
0.272 0.122 -0.029
-0.214 -0.240 -0.157
-0.117 0.433 -0.690
0.105 -0.040 -0.029
-1.373 1.080 0.381
0.198 -0.297 -0.049
-0.947 -0.012 1.032
0.316 0.320 0.296
0.612 0.751 -0.723
0.095 -0.513 -0.289
0.103 0.034 0.029
0.009 -0.255 -0.008
-0.309 0.128 -0.097
0.397 -0.832 0.551
0.049 0.237 0.281
0.167 1.214 -0.208
0.010 -0.526 0.508
-0.191 -0.041 -0.010
-0.080 0.080 0.017
-0.153 -0.067 0.173
0.083 -0.208 0.115
-0.002 -0.037 -0.088
-0.399 -0.187 0.174
0.214 0.101 -0.025
-0.154 0.750 -0.325
0.520 -0.164 0.247
0.519 0.005 1.001
-0.522 0.276 -0.474
-0.440 -0.674 0.830
-0.304 0.237 -0.195
0.286 -2.468 1.137
-0.063 0.012 0.227
1.354 0.818 -0.462
-0.577 0.054 -0.496
1.089 0.135 0.160
0.152 0.091 -0.207
-0.437 0.302 -0.203
0.261 0.044 -0.250
0.179 -0.116 0.054
0.244 -0.106 -0.046
-0.220 -0.148 0.463
0.364 0.038 -0.136
1.341 -0.416 -0.359
-0.084 -0.901 -0.805
0.908 -0.966 0.410
0.603 0.158 -1.005
0.304 -0.272 -0.364
-0.290 -0.210 -0.036
0.176 -0.101 -0.013
-0.171 0.210 -0.090
0.102 0.137 0.000
-0.032 -0.172 -0.128
0.676 0.379 -0.369
-2.432 -0.355 -0.628
0.001 -0.458 -0.505
0.375 0.149 0.156
-0.604 0.394 -0.836
0.239 -0.407 0.068
0.196 0.013 -0.019
0.415 0.451 0.583
0.705 -0.505 0.101
-0.205 0.391 -0.137
-0.220 -0.167 0.141
0.474 0.437 0.317
-0.154 0.051 -0.074
-0.888 1.225 0.036
-0.037 -0.087 -0.218
0.002 0.209 -0.307
0.088 -0.243 -0.258
-0.435 -0.446 -0.141
-0.358 -0.271 0.017
1.524 1.310 -0.005
-0.010 -0.197 0.418
-1.001 0.089 0.968
-0.239 -0.324 0.201